C48H122N8O16 | ωB97M-V/def2-TZVPD

Results
Kohn-Sham gap in eV: 7.79
Highest occupied orbital energy in eV: -7.45
Energy relative to the best compared isomer or geometry (same formula, charge and spin) in kJ/mol: 4044.52
E in a.u.: -3541.8689

The geometry in ORCA input format:
```
! wB97M-V def2-TZVPD RIJCOSX def2/J DEFGRID3
* xyz 0 1
C -2.57 -1.84 2.54
C -1.12 -2.44 2.63
O -0.68 -2.57 3.99
H -2.96 -1.95 1.53
H -2.48 -0.78 2.80
H -3.13 -2.37 3.31
H -0.39 -1.84 2.08
H -1.05 -3.44 2.20
H 0.24 -2.84 3.95
C -7.34 -0.51 -0.90
O -7.04 0.84 -1.00
C -6.61 1.30 -2.31
C -5.92 2.64 -2.14
N -4.80 2.64 -1.25
C -3.91 3.80 -1.38
C -2.59 3.59 -0.58
O -1.44 4.42 -1.05
C -0.21 3.99 -0.56
H -7.22 -0.79 0.15
H -6.64 -1.08 -1.52
H -8.32 -0.77 -1.29
H -7.44 1.47 -3.00
H -5.89 0.57 -2.67
H -6.66 3.40 -1.87
H -5.56 2.80 -3.16
H -5.24 2.60 -0.34
H -4.33 4.76 -1.08
H -3.74 4.00 -2.44
H -2.40 2.52 -0.67
H -2.73 3.87 0.47
H -0.02 3.03 -1.04
H -0.13 3.84 0.52
H 0.62 4.62 -0.89
C 0.24 -4.89 1.67
O 1.29 -4.06 2.14
C 2.14 -3.55 1.18
C 3.33 -4.51 0.86
N 4.40 -3.63 0.45
C 5.45 -4.50 -0.09
C 6.70 -3.67 -0.45
O 6.48 -2.99 -1.68
C 7.64 -2.32 -2.11
H 0.65 -5.83 1.30
H -0.32 -4.35 0.91
H -0.41 -5.22 2.48
H 2.54 -2.61 1.57
H 1.55 -3.34 0.29
H 3.01 -5.18 0.07
H 3.61 -5.05 1.76
H 3.96 -3.04 -0.24
H 5.06 -5.06 -0.94
H 5.64 -5.20 0.72
H 7.53 -4.38 -0.47
H 6.86 -3.00 0.40
H 8.56 -2.91 -2.22
H 8.02 -1.57 -1.42
H 7.51 -1.83 -3.07
C 4.57 -1.02 -0.04
O 3.57 -1.92 -0.56
C 3.53 -2.01 -1.98
C 2.27 -2.84 -2.23
N 2.06 -3.02 -3.66
C 0.87 -3.76 -4.16
C 0.75 -5.15 -3.55
O 0.24 -5.14 -2.20
C 0.12 -6.34 -1.51
H 4.37 0.05 -0.13
H 5.52 -1.20 -0.54
H 4.67 -1.21 1.03
H 4.43 -2.49 -2.35
H 3.57 -1.01 -2.41
H 1.46 -2.33 -1.72
H 2.42 -3.79 -1.71
H 2.14 -2.14 -4.15
H 0.96 -3.79 -5.24
H -0.07 -3.24 -4.00
H 1.67 -5.72 -3.66
H 0.00 -5.70 -4.11
H 1.10 -6.80 -1.40
H -0.52 -7.06 -2.01
H -0.31 -6.19 -0.52
C -3.42 -1.09 -2.44
O -4.25 -1.31 -1.29
C -3.53 -1.49 -0.06
C -3.08 -0.08 0.45
N -4.16 0.63 1.15
C -3.70 1.89 1.75
C -4.81 2.68 2.33
O -5.68 3.22 1.33
C -6.98 3.54 1.85
H -2.55 -0.43 -2.42
H -4.05 -0.80 -3.28
H -2.93 -2.05 -2.60
H -2.72 -2.20 -0.22
H -4.24 -1.99 0.61
H -2.66 0.46 -0.40
H -2.26 -0.31 1.14
H -4.84 0.94 0.47
H -3.24 2.54 1.01
H -3.03 1.65 2.57
H -4.39 3.50 2.91
H -5.43 2.06 2.97
H -7.56 2.65 2.08
H -7.54 4.09 1.09
H -6.88 4.20 2.71
C 1.58 2.59 -2.81
O 1.45 2.44 -1.38
C 2.51 3.02 -0.66
C 2.52 2.89 0.86
N 1.25 3.39 1.40
C 0.94 3.20 2.80
C -0.20 4.17 3.20
O -1.42 3.93 2.37
C -2.29 5.07 2.27
H 1.51 3.64 -3.10
H 0.71 2.08 -3.24
H 2.51 2.13 -3.14
H 2.48 4.11 -0.71
H 3.47 2.63 -1.02
H 3.39 3.47 1.15
H 2.71 1.89 1.23
H 0.54 3.00 0.79
H 1.78 3.59 3.37
H 0.62 2.21 3.11
H 0.24 5.15 3.05
H -0.36 3.97 4.26
H -3.16 4.80 1.66
H -1.82 5.88 1.72
H -2.60 5.44 3.25
C -1.88 -4.07 -0.18
O -1.35 -2.73 -0.19
C -0.13 -2.64 -0.93
C 0.47 -1.19 -1.00
N -0.52 -0.23 -1.45
C -0.18 1.17 -1.08
C 0.03 1.43 0.43
O -1.15 0.99 1.15
C -0.91 1.26 2.54
H -2.88 -4.05 0.23
H -1.16 -4.72 0.31
H -2.02 -4.47 -1.18
H -0.36 -2.94 -1.95
H 0.62 -3.30 -0.50
H 1.29 -1.13 -1.71
H 0.81 -0.99 0.02
H -1.32 -0.45 -0.88
H -1.01 1.78 -1.43
H 0.62 1.59 -1.69
H 0.19 2.47 0.69
H 0.86 0.89 0.89
H -0.32 0.43 2.94
H -1.87 1.07 3.01
H -0.53 2.22 2.87
C 2.08 -1.40 0.72
O 2.57 -1.73 2.05
C 2.36 -0.59 2.96
C 3.41 0.56 2.70
N 2.89 1.74 3.40
C 3.90 2.80 3.37
C 3.66 3.95 4.41
O 4.03 3.46 5.73
C 4.62 4.45 6.52
H 2.04 -2.24 0.03
H 2.60 -0.59 0.20
H 1.04 -1.11 0.87
H 2.34 -0.97 3.98
H 1.33 -0.23 2.89
H 3.57 0.72 1.64
H 4.41 0.29 3.06
H 2.74 1.43 4.35
H 3.92 3.23 2.37
H 4.91 2.40 3.47
H 2.64 4.33 4.41
H 4.32 4.74 4.07
H 3.91 5.22 6.82
H 5.40 4.96 5.96
H 5.01 3.89 7.37
C -0.59 -1.65 -3.51
C -0.09 -0.26 -3.93
C -1.14 0.86 -3.71
O -0.61 2.13 -3.97
C -1.64 3.10 -4.26
N 1.13 0.01 -3.23
H -1.02 -1.61 -2.51
H 0.05 -2.53 -3.64
H -1.40 -1.81 -4.22
H 0.10 -0.10 -4.99
H -1.49 0.85 -2.68
H -2.03 0.59 -4.29
H -2.46 3.13 -3.55
H -2.16 2.74 -5.16
H -1.24 4.08 -4.51
H 0.96 -0.20 -2.26
H 1.10 1.02 -3.30
*
```